The following is a quantum chemistry calculation of a structure of composition C14H18Cl5N3O7P2RhS2, from the Open Molecules 2025 dataset.

ORCA input file:
```
! RIJCOSX wB97M-V def2-TZVPD def2/J DEFGRID3
* xyz 1 5
C 0.8845 -0.9286 -5.7411
N 2.4756 -1.3075 1.4458
S -3.9971 2.1992 -2.3459
H 0.8331 0.1465 3.9017
Cl 2.2487 1.6850 -3.0082
H -1.7945 2.6144 0.4819
H -2.4845 -1.6065 3.4111
Rh -0.0774 0.3388 -1.1119
P -0.8121 -0.4904 2.4411
H 0.5693 4.4287 2.2054
H -1.1570 2.4726 4.8542
Cl -2.2256 -1.4281 -3.2733
O 0.1393 -1.3701 3.2779
C 1.2853 0.4800 -3.7569
H -5.2089 0.6148 -0.7914
H 3.1398 0.5583 2.2269
Cl -0.9549 -2.8812 -5.8187
C -3.0411 0.5825 -0.6042
C 1.5742 0.1598 -5.1525
C 1.7248 -3.9366 0.9913
O -0.7064 -0.3760 0.9335
H -2.8229 -0.1354 0.1592
C -0.6313 -0.9962 -3.8658
Cl 1.3941 -1.5671 -7.2710
O 0.4461 3.5719 2.7549
Cl 2.9556 0.8176 -5.9719
N -1.9434 1.2966 -1.0954
S 2.0171 -0.5639 -1.1518
H -1.5927 2.6927 -2.6635
H 3.5981 0.2144 0.5159
O 0.7770 1.1296 3.8690
O -2.3508 -0.7920 2.8531
C -0.1796 -1.5587 -5.0716
C 2.0187 -1.6517 0.2392
H 1.1366 -4.7912 0.7551
P -0.0289 2.3645 1.8596
H 4.4716 -0.6549 1.9049
C -0.4841 1.2807 3.2029
C -4.2611 0.9495 -1.1367
C -2.3002 2.0972 -2.1115
H 0.8476 -3.0569 -0.7077
N 1.4391 -2.8638 0.0779
H 1.9031 -1.4621 2.2439
H -2.4976 2.2484 3.6912
C 3.4605 -0.2144 1.5472
H 1.3287 -3.7140 1.9858
H 2.8422 -4.1655 1.0398
O 0.9016 1.9458 0.7530
H -2.0026 0.8745 4.7217
O -1.3790 3.0805 1.2785
C 0.1545 -0.0487 -3.1393
C -1.6332 1.7168 4.1665
*
```

- Frontier orbital gap (spin up / spin down): 7.289 / 5.238 eV
- <S²>: 6.0141
- ΔE to the lowest compared entry with this formula, charge and spin: 0.9663 eV
- LUMO level (spin up / spin down): -0.1092 / -0.2362 Ha
- HOMO level (spin up / spin down): -10.261 / -11.665 eV
- F_max: 0.0623 Eh/bohr


The following is a quantum chemistry calculation of a structure of composition C14H18Cl5N5O3Pd, from the Open Molecules 2025 dataset.

ORCA input file:
```
! RIJCOSX wB97M-V def2-TZVPD def2/J DEFGRID3
* xyz 2 1
H -3.4277 -3.5158 1.0862
H -2.2438 -3.6113 2.3259
C -2.8211 1.0550 -2.6731
H -0.5145 -2.1199 2.3326
C 4.2845 -1.5853 -1.0065
C -1.9049 -2.1186 0.9647
O 1.7153 2.1083 4.3665
Cl 2.3662 -4.2895 -3.2818
Cl 5.3040 -3.4238 -2.6810
H -2.7282 1.8969 -1.9842
N -1.2431 0.3643 -0.4707
H -0.4614 4.4277 1.8726
Cl 3.4065 0.3036 0.7407
N -2.4661 -1.6000 -0.1825
H 2.5844 4.1415 3.0031
C 1.1592 3.0339 1.8734
H -3.7096 1.2281 -3.2761
H 1.8495 2.4111 0.1829
C 1.6377 -2.3493 -1.5373
C -0.1312 3.5411 2.4244
Pd 0.6003 -0.1509 0.6336
Cl 5.8798 -1.0972 -0.6539
C 1.3747 1.4461 3.4866
H -1.1180 1.2072 -1.0231
H -4.2879 -0.8389 -3.4215
C -2.1809 -0.4420 -0.8819
H -3.5344 -2.1486 -2.5357
C 2.4134 3.8281 1.9777
N -2.9591 -0.1994 -1.9547
N -0.8240 -1.6469 1.4886
O 1.0456 0.4855 2.8887
C -3.9520 -1.1447 -2.4327
H -3.2543 -2.1301 -0.5289
N -2.5774 -3.1568 1.4899
H -1.9500 1.0370 -3.3343
Cl 0.0126 -2.7803 -1.8205
C 3.1990 -0.9658 -0.3994
C 4.0133 -2.6287 -1.9190
C 2.6838 -3.0152 -2.1868
H 2.3552 4.7370 1.3665
H -0.9161 2.7890 2.3231
H -4.8353 -1.1751 -1.7869
C 1.8746 -1.3106 -0.6425
O 1.0250 2.3103 0.6870
H -0.0231 3.8328 3.4669
H 3.2793 3.2604 1.6331
*
```

- Frontier orbital gap (spin up / spin down): 4.453 / 4.446 eV
- ΔE to the lowest compared entry with this formula, charge and spin: 3.8283 eV
- LUMO level (spin up / spin down): -0.3450 / -0.3452 Ha
- HOMO level (spin up / spin down): -13.842 / -13.840 eV
- F_max: 0.1188 Eh/bohr


The following is a quantum chemistry calculation of a cluster of 2 separate species, C14H18F13INO9PS in total, from the Open Molecules 2025 dataset.

ORCA input file:
```
! RIJCOSX wB97M-V def2-TZVPD def2/J DEFGRID3
* xyz 0 1
H 0.5978 3.2879 -4.7341
C -2.1560 -1.2822 1.9912
F -2.9174 -2.4659 -1.6607
C -3.5876 -0.9904 1.5000
O -1.4685 -0.0645 2.2601
O -0.6931 0.8101 4.0628
C 1.0291 4.1618 -4.2437
C -2.2349 -3.5876 -1.3923
H -0.8432 -3.5982 3.0684
C 3.5263 3.0610 -2.0503
H 3.1781 -1.7939 2.2989
H 2.5481 0.2595 0.5030
O -2.2753 -2.0817 3.1095
F -3.4762 -0.0411 0.4857
H -4.3078 -0.9101 3.5466
O -2.5306 -2.1898 5.8163
H -0.2212 -1.9905 3.4573
O -2.9551 -4.0191 1.0964
C -1.0697 -2.6677 3.6024
H 2.3618 -2.6615 0.9960
O 0.0418 -1.8076 0.9764
H -5.5571 -0.6935 2.3165
F 2.8401 5.6702 -4.4381
C 2.8849 -1.7414 1.2494
C 0.6975 -0.7456 0.3557
O -0.0105 -2.2043 6.0099
F 1.4608 2.1742 -1.5498
C 2.0295 4.8735 -5.1609
H 0.2238 4.8834 -4.1173
H 2.1970 3.5027 -6.8340
H -4.4191 0.6090 2.6464
H 3.8008 -1.6555 0.6685
H 3.4468 3.5910 -1.0993
F -3.0241 -4.6393 -1.6045
C 2.8544 4.0211 -6.1312
F 4.2262 3.8075 -2.9227
I 1.1571 -1.1615 -1.7072
O 1.4315 3.8775 -2.9214
N -1.6754 0.3880 3.6453
C 2.0141 -0.5020 1.0749
H 0.0994 0.1645 0.3822
H -1.6270 -1.2971 -0.0831
H -3.9956 -1.8940 1.0488
C 2.1197 2.7539 -2.5873
F 1.2711 5.6749 -5.9694
S -1.7570 -3.6267 0.4166
C -1.3383 -1.8768 0.8014
H 0.7575 -2.1769 5.4300
F 3.6759 4.8388 -6.8246
F 2.1509 1.8607 -3.5894
F 4.1748 1.8888 -1.8619
F -1.1734 -3.6662 -2.1809
C -4.5218 -0.4749 2.5731
P -1.2575 -3.1207 5.4290
H -2.4566 -1.2838 5.4897
F 1.7152 0.0551 2.3165
O -0.5726 -4.4231 0.5113
F 3.6104 3.1200 -5.4724
*
```

- Frontier orbital gap: 8.592 eV
- SMILES: C[C@H](F)[C@@H](I)O[C@H]([C@@](OCP(O)O)(ON=O)[C@@H](C)F)S(=O)(=O)C(F)(F)F.FC(F)C(F)(F)COC(F)(F)C(F)F
- LUMO level: -0.0264 Ha
- HOMO level: -9.311 eV
- F_max: 0.0137 Eh/bohr


The following is a quantum chemistry calculation of a cluster of 3 separate species, C14H18F2O8S2 in total, from the Open Molecules 2025 dataset.

ORCA input file:
```
! RIJCOSX wB97M-V def2-TZVPD def2/J DEFGRID3
* xyz 0 1
H -1.8871 -3.3821 0.1895
C -3.9051 4.1453 -2.7638
C 3.6777 -3.3939 3.4795
F 4.6385 -1.4030 0.5970
S -0.4644 -1.1350 1.4365
O 5.4431 -0.7670 5.1027
C 5.3708 -0.5244 3.9895
O 0.5082 -0.0653 1.4202
H -1.5017 -0.8811 -1.5137
O -3.2029 0.8353 -3.9708
S -3.0253 1.6295 -2.7822
C -1.8315 2.9140 -3.1269
H -1.0891 -3.2893 -1.3837
C 5.0553 -0.9792 1.7420
H 2.8004 -1.5926 4.2201
H 0.7315 -1.9196 -0.4408
C -1.9500 -0.6089 0.5862
C 3.2253 -1.9313 3.2730
H -3.0353 -1.5828 -1.0355
H -4.6673 4.8043 -3.1786
H -4.8866 2.5620 -1.6199
O 7.2787 -0.1923 1.3822
C -2.0080 -1.4193 -0.7165
H 2.4960 -1.8534 2.4413
H -1.0924 2.5479 -3.8365
H -5.1579 2.4660 -3.3786
H -2.7994 -0.8256 1.2329
F 3.6116 -4.2053 2.4148
H -2.9713 3.8646 -4.6940
H -2.1060 5.0044 -3.6599
C 6.3364 -0.1845 2.0527
H 0.4865 -3.2188 0.7616
O 4.0864 -3.7414 4.4954
C 4.4964 -1.1715 2.9200
H -3.6211 4.5466 -1.7881
H -1.8929 0.4555 0.3971
O -2.7148 1.0256 -1.5054
O -0.8453 -1.7987 2.6610
O 6.1257 0.4206 3.2599
C -4.4399 2.7180 -2.5996
C -2.6672 4.0706 -3.6648
C 0.0217 -2.3782 0.2486
C -1.2787 -2.7455 -0.4584
H -1.3491 3.1801 -2.1858
*
```

- Frontier orbital gap: 10.238 eV
- SMILES: O=C(F)CC1=C(F)C(=O)OC1=O.O=S1(=O)CCCC1.O=S1(=O)CCCC1
- LUMO level: -0.0051 Ha
- HOMO level: -10.377 eV
- F_max: 0.1045 Eh/bohr


The following is a quantum chemistry calculation of a structure of composition C14H18IN3Sn, from the Open Molecules 2025 dataset.

ORCA input file:
```
! RIJCOSX wB97M-V def2-TZVPD def2/J DEFGRID3
* xyz 2 1
C -1.2738 -2.1093 1.8216
N 1.3002 1.5571 -0.3184
H -2.1040 0.9498 -2.4542
H 1.1200 3.2862 2.5608
H -2.1877 -3.1115 4.9580
H -0.6520 0.8538 -4.2498
C -0.9168 -0.7737 2.1189
H -2.0023 -3.9629 2.6248
C -1.5201 1.3026 -1.6014
H -2.1313 1.3429 -0.6972
C 0.3526 0.4586 -4.0445
H 2.6747 1.7196 -1.8570
C 0.3475 -1.0828 -3.8875
C 3.0698 3.1356 -0.2463
H -0.2293 -1.5163 -3.0534
C 0.8970 1.9473 0.9213
C -1.4823 -1.1289 4.4470
H -1.1005 2.2868 -1.8230
H -0.7599 0.7632 3.6202
C -1.0332 -0.2784 3.4338
H -1.5653 -0.7347 5.4627
C 1.5409 3.0111 1.6062
N -0.1231 1.2656 1.5513
I 2.1196 -1.9477 -0.6473
Sn 0.1356 -0.0733 -1.2558
H -1.1516 -2.4424 0.7878
C -1.8362 -2.4531 4.1556
H 3.9410 3.5578 -0.7423
H -0.1582 -1.4996 -4.7689
N -0.4261 0.0608 1.1097
H 3.1911 4.3881 1.5156
C -1.7188 -2.9340 2.8430
C 2.3852 2.1236 -0.8865
H 0.8180 1.0685 -3.2534
C 2.6496 3.5922 1.0154
H 0.9702 0.6955 -4.9326
H 1.3591 -1.4924 -3.8578
*
```

- Frontier orbital gap: 6.135 eV
- LUMO level: -0.3297 Ha
- HOMO level: -15.106 eV
- F_max: 0.0637 Eh/bohr


The following is a quantum chemistry calculation of an isolated molecule of C14H18N2O4, from the Open Molecules 2025 dataset.

ORCA input file:
```
! RIJCOSX wB97M-V def2-TZVPD def2/J DEFGRID3
* xyz 0 1
O 1.7815 2.0496 2.4346
C 2.1971 2.7586 0.1770
H 1.1249 4.6519 0.4361
O 3.3265 0.2722 0.3413
H -0.6807 3.0254 0.4746
C 1.5481 -1.0186 -0.6894
H -3.0146 1.0818 3.9438
O -3.3532 0.4795 3.2576
C -0.1092 3.0142 -0.4659
H -0.7946 0.5957 3.9235
H 0.6193 -2.8349 -0.0186
N 1.5976 1.5263 -0.2955
C -1.0041 0.0159 3.0360
H -0.3922 0.8554 -0.3665
C 0.2605 1.5899 -0.8525
H 2.6910 -1.4749 -2.3783
H -1.5626 -2.1104 -0.0961
N 2.5146 -1.8835 -1.4487
C 0.1071 -0.5502 2.3681
H 1.1585 -0.4165 2.6823
H -3.5122 -1.0855 1.0388
H 0.6791 -0.7971 -1.2944
C 1.0059 -1.9005 0.4409
H 3.1944 2.9737 -0.2747
C -2.3319 -0.1190 2.5574
C -0.1267 -1.2943 1.2180
H -0.7782 3.4269 -1.2204
H 3.3967 -1.9297 -0.9160
O 3.1157 3.8293 2.1519
H 2.1095 -2.8122 -1.5596
C -1.4527 -1.4877 0.7891
C 1.1790 3.8131 -0.2960
C 2.4060 2.8776 1.7148
H 1.8037 -2.0805 1.1515
H 0.2337 1.4411 -1.9375
H 1.5006 4.2466 -1.2458
C -2.5313 -0.9042 1.4439
C 2.2021 0.2837 -0.1167
*
```

- Frontier orbital gap: 5.690 eV
- ΔE to the lowest compared entry with this formula, charge and spin: 3.2686 eV
- SMILES: [NH3+][C@@H](Cc1ccc(O)cc1)C(=O)N1CCC[C@H]1C(=O)[O-]
- LUMO level: -0.0442 Ha
- HOMO level: -6.893 eV
- F_max: 0.0824 Eh/bohr


The following is a quantum chemistry calculation of an isolated molecule of C14H18N2O4, from the Open Molecules 2025 dataset.

ORCA input file:
```
! RIJCOSX wB97M-V def2-TZVPD def2/J DEFGRID3
* xyz 0 1
H 3.3995 0.5919 -1.1685
H 3.0032 -0.9708 1.7265
O 3.0006 -2.7626 0.6994
C -4.6472 -0.9573 -0.4596
C 2.3590 -1.8493 1.5604
H 3.6399 3.0163 -1.1945
C 1.9630 -1.6548 -1.2003
H -4.4859 1.1710 -0.4561
C 0.3399 1.4442 0.0126
C 0.4963 2.8216 0.0192
H 0.5519 -0.6848 1.6659
H -6.2443 -1.5903 -1.2947
C 1.0151 -1.3934 0.9795
H 1.3284 -2.5223 -1.4204
H -0.3241 3.4404 0.3415
O -4.3533 -2.0255 0.0044
H 3.7115 -2.9427 -1.1726
C 2.7164 2.5802 -0.8442
H 0.3670 -2.2702 0.8636
C 1.6879 3.3886 -0.3978
C -1.9495 1.3349 0.9922
H -2.7564 -0.6492 1.2757
H 2.1806 -1.1363 -2.1343
H 2.2114 -2.3727 2.5062
H -0.9423 -0.1226 -0.0177
O -1.9938 2.4318 1.5006
C 3.2582 -2.1670 -0.5528
H -3.8068 0.6753 1.8105
H 3.9784 -1.3452 -0.4224
N 1.1901 -0.7835 -0.3339
N -0.8820 0.8297 0.3198
C 2.5781 1.2027 -0.8276
C -3.1143 0.3537 1.0327
O -5.7437 -0.7643 -1.1973
C 1.4077 0.6069 -0.3718
C -3.8347 0.3088 -0.3182
H 1.8015 4.4615 -0.3899
H -3.1073 0.3054 -1.1361
*
```

- Frontier orbital gap: 8.553 eV
- ΔE to the lowest compared entry with this formula, charge and spin: 0.7850 eV
- SMILES: O=C(O)CCC(=O)Nc1ccccc1N1CCOCC1
- LUMO level: 0.0199 Ha
- HOMO level: -8.010 eV
- F_max: 0.0137 Eh/bohr


The following is a quantum chemistry calculation of an isolated molecule of C14H18N2O5, from the Open Molecules 2025 dataset.

ORCA input file:
```
! RIJCOSX wB97M-V def2-TZVPD def2/J DEFGRID3
* xyz 0 1
H 6.2583 -1.6230 0.4560
C -3.1208 1.5683 0.6126
N -1.3278 -0.8872 -0.1633
H 1.9145 -0.3166 -1.6086
H -1.0490 -0.6331 -1.1187
N 0.9519 -0.2468 -1.2557
H 3.8002 -1.4455 1.3153
H -3.9726 -0.1481 1.9256
C 5.7934 0.1480 -0.7847
O -4.9473 -1.5479 -0.7028
C 4.9648 1.2937 -1.0520
H 2.9657 2.2154 -1.2447
C 3.5953 1.3916 -0.7923
C 3.2710 0.2784 0.1878
C -4.5542 1.5786 -0.1112
H 0.9517 0.8687 -1.3559
H -2.3234 1.5634 -0.2849
C -2.7462 -1.1880 0.1720
H 5.2163 1.9981 -1.8197
C 1.8917 0.0253 1.0168
O -4.5703 1.3053 -1.3306
H 1.2075 -1.6836 -0.1620
H -2.3127 0.0371 1.8498
C 5.4997 -0.9024 -0.0624
O -5.6301 1.3014 0.5055
H -2.7458 2.1908 1.4827
C 0.9652 -0.6694 0.1619
H 1.2855 0.9355 1.4045
C -3.1096 -0.0745 1.1401
O -3.2929 -1.3957 -2.1561
O -0.5736 -0.7807 2.0590
C -0.3822 -0.7858 0.8431
H -5.4585 -1.8807 -1.5315
C 4.1660 -0.7108 0.5275
C -3.7141 -1.1457 -1.0058
H -5.3041 1.8449 1.4967
H 6.9233 0.2909 -1.0544
H -2.6181 -2.1892 0.5271
H 2.1313 -0.5807 1.9134
*
```

- Frontier orbital gap: 9.569 eV
- ΔE to the lowest compared entry with this formula, charge and spin: 7.5631 eV
- SMILES: N[C@@H](Cc1ccccc1)C(=O)N[C@@H](CCC(=O)O)C(=O)O
- LUMO level: 0.0061 Ha
- HOMO level: -9.403 eV
- F_max: 0.1610 Eh/bohr